Record 1
Here is a cluster of 9 separate species, C19H47Cl16NO4P4S2 in total from the OMol25 dataset. Energies are from the ωB97M-V functional and the def2-TZVPD basis.

## Properties
- M: 1108.87 g/mol
- HOMO energy: -0.280 Eh
- Structure (SMILES): CCSCP(N)([PH2]=O)([PH2]=S)P(=O)(O)O.ClCCCl.ClCCCl.ClCCCl.ClCCCl.ClCCCl.ClCCCl.ClCCCl.ClCCCl
- LUMO level: -0.2 eV
- Kohn-Sham gap: 7.41 eV

```
93
C19H47Cl16NO4P4S2 the ωB97M-V functional and the def2-TZVPD basis
C -3.71 2.94 9.73
C -3.81 2.74 8.10
S -2.47 1.57 7.41
C -1.62 2.54 6.05
P -0.50 1.50 4.90
N 0.42 2.37 3.60
P -0.38 -0.69 4.91
O -0.41 -1.34 6.35
P 1.27 1.75 6.16
S 1.05 1.14 8.00
P -2.15 1.35 3.47
O -2.53 2.76 2.80
O -1.53 0.37 2.12
O -3.53 0.64 4.26
H -2.61 3.18 10.11
H -4.06 1.97 10.34
H -4.41 3.83 10.09
H -4.85 2.23 7.78
H -3.76 3.82 7.60
H -2.49 3.03 5.40
H -0.97 3.46 6.45
H 1.15 1.69 3.23
H 0.93 3.20 3.99
H -1.57 -1.18 4.22
H 0.75 -1.06 4.10
H 1.64 3.17 6.13
H 2.40 1.03 5.55
H -2.10 -0.46 2.13
H -4.34 0.70 3.66
Cl 5.32 -1.21 0.69
C 3.71 -0.51 0.42
C 3.50 0.78 1.20
Cl 3.40 0.48 2.96
H 2.96 -1.26 0.67
H 3.63 -0.30 -0.65
H 2.56 1.25 0.91
H 4.31 1.49 1.03
Cl 3.07 -4.26 -2.64
C 1.45 -3.55 -2.91
C 1.25 -2.27 -2.13
Cl 1.15 -2.57 -0.37
H 0.70 -4.31 -2.66
H 1.38 -3.35 -3.98
H 0.30 -1.80 -2.42
H 2.05 -1.55 -2.30
Cl 1.67 -2.88 -7.30
C 0.06 -2.18 -7.58
C -0.15 -0.89 -6.79
Cl -0.25 -1.19 -5.04
H -0.69 -2.93 -7.32
H -0.02 -1.97 -8.65
H -1.09 -0.42 -7.09
H 0.66 -0.18 -6.97
Cl 1.00 4.85 2.05
C -0.62 5.53 2.32
C -1.01 6.54 1.25
Cl -0.04 8.03 1.35
H -0.64 5.98 3.32
H -1.32 4.70 2.31
H -2.05 6.84 1.37
H -0.89 6.13 0.24
Cl 4.83 -7.18 -9.42
C 5.73 -5.90 -8.58
C 4.83 -4.74 -8.17
Cl 4.23 -3.82 -9.57
H 6.54 -5.56 -9.24
H 6.18 -6.35 -7.70
H 5.39 -4.04 -7.55
H 3.96 -5.09 -7.60
Cl -4.65 -4.22 0.69
C -3.01 -4.61 0.10
C -2.10 -5.06 1.23
Cl -1.71 -3.73 2.35
H -2.62 -3.73 -0.41
H -3.12 -5.42 -0.63
H -1.15 -5.42 0.82
H -2.54 -5.88 1.81
Cl 5.10 -4.38 -14.49
C 3.96 -4.70 -13.16
C 2.53 -4.37 -13.54
Cl 2.27 -2.62 -13.74
H 4.29 -4.13 -12.29
H 4.05 -5.76 -12.92
H 1.85 -4.71 -12.75
H 2.23 -4.87 -14.47
Cl -3.58 7.20 8.61
C -4.70 7.55 7.28
C -5.10 6.30 6.51
Cl -3.73 5.62 5.59
H -4.23 8.29 6.62
H -5.59 8.01 7.72
H -5.88 6.54 5.79
H -5.47 5.52 7.18
```

Löwdin atomic charge list, values in e, 8 entries: C -0.1913; C -0.5079; S 0.7169; C -0.6737; P 0.3120; N -0.2264; P 0.6025; O -0.5383

Record 2
Here is a structure of composition C19H16BBrN6Ru from the OMol25 dataset. Energies are from the ωB97M-V functional and the def2-TZVPD basis.

## Properties
- M: 520.17 g/mol
- HOMO energy (spin up / spin down): -0.409 / -0.410 Eh
- 2S+1: 2
- LUMO level (spin up / spin down): -3.9 / -4.8 eV
- Kohn-Sham gap (spin up / spin down): 7.21 / 6.34 eV
- Total charge: +1

```
44
C19H16BBrN6Ru the ωB97M-V functional and the def2-TZVPD basis
Ru -0.69 0.29 0.33
C 0.24 0.72 4.56
C -0.50 0.12 3.55
N -0.28 0.72 2.38
N 0.61 1.71 2.62
C 0.93 1.73 3.92
B 1.15 2.56 1.44
N -0.02 3.13 0.64
C -0.30 4.39 0.28
C -1.43 4.38 -0.50
C -1.80 3.05 -0.59
N -0.94 2.30 0.11
N 1.90 1.57 0.47
C 3.16 1.49 0.05
C 3.30 0.38 -0.78
C 2.04 -0.19 -0.82
N 1.20 0.54 -0.06
H 0.26 0.47 5.60
H -1.20 -0.70 3.61
H 1.64 2.45 4.30
H 1.88 3.42 1.83
H 0.33 5.20 0.62
H -1.93 5.23 -0.94
H -2.64 2.60 -1.09
H 3.89 2.22 0.38
H 4.18 0.04 -1.28
H 1.67 -1.06 -1.34
Br -1.33 -2.15 0.91
C -2.85 -2.00 -0.26
C -3.88 -2.87 -0.12
C -4.94 -2.82 -1.05
C -4.88 -1.96 -2.10
C -3.78 -1.08 -2.27
C -3.65 -0.27 -3.42
C -2.54 0.52 -3.59
C -1.58 0.62 -2.57
C -1.67 -0.10 -1.40
C -2.75 -1.04 -1.29
H -3.88 -3.61 0.68
H -5.78 -3.50 -0.93
H -5.66 -1.95 -2.85
H -4.42 -0.31 -4.17
H -2.43 1.11 -4.49
H -0.76 1.32 -2.70
```

natural (NBO) atomic charge list, values in e, 8 entries: Ru 0.9082; C -0.3334; C 0.0009; N -0.3480; N -0.3147; C 0.0317; B 0.5303; N -0.3156